The following is a DFT calculation (the ωB97M-V functional and the def2-TZVPD basis) of a 6-piece molecular cluster, C42H58N9O5 overall.

Last column: Löwdin charge in e.
Atoms and positions in Å:
H1 1.759 -3.724 -9.882  0.135
H2 0.597 -8.598 1.297  0.089
H3 -4.504 -6.200 -2.703  0.084
N1 0.035 -1.497 -1.463  -0.681
C1 6.859 1.616 1.325  0.084
H4 -5.713 -3.925 1.048  0.097
C2 0.678 -9.434 0.602  0.024
H5 -0.963 -3.106 -9.011  0.151
C3 -4.631 3.361 8.950  0.088
C4 -3.583 3.431 7.956  -0.112
H6 -2.699 1.385 9.500  0.136
H7 7.345 -0.561 1.136  0.155
N2 -0.578 0.592 7.045  -0.095
H8 1.094 0.060 5.807  0.118
C5 -1.191 0.495 8.195  0.027
C6 6.064 -1.166 -1.097  0.030
H9 -0.259 -9.524 0.053  0.096
H10 -6.250 -6.194 -2.983  0.113
H11 -2.890 4.801 6.449  0.119
H12 4.792 3.022 -1.061  0.145
C7 6.981 4.557 2.070  0.078
H13 -6.776 -3.382 -0.187  0.119
H14 6.113 8.414 2.787  0.130
C8 6.032 2.633 0.756  -0.114
H15 -0.679 -0.057 8.969  0.168
H16 -0.586 1.453 5.128  0.150
C9 -5.442 4.442 9.345  0.058
H17 5.641 -1.829 -0.342  0.118
H18 0.259 -12.861 3.346  0.112
H19 -6.921 6.714 8.394  0.122
N3 -0.117 -10.794 2.741  0.090
H20 1.694 -1.402 -11.476  0.160
C10 5.362 2.350 -0.436  0.032
C11 -5.202 -4.301 -2.280  -0.294
C12 -2.217 1.373 8.534  0.084
C13 5.879 3.936 1.433  -0.105
H21 -1.200 -12.203 3.852  0.104
H22 -4.904 -5.325 -0.428  0.157
H23 7.060 -1.551 -1.316  0.127
H24 -2.671 5.849 -7.743  0.118
H25 -5.470 7.673 8.566  0.105
C14 -5.717 -3.478 0.054  0.029
C15 0.945 -3.501 -10.572  0.017
C16 -0.566 -2.144 -9.297  0.050
C17 -4.429 5.724 7.605  0.040
O1 0.095 -2.295 -0.512  -0.108
H26 -1.723 3.031 -5.893  0.159
H27 -4.576 2.475 9.564  0.122
C18 0.990 -1.151 -10.697  0.050
H28 0.033 -1.266 6.656  0.125
O2 -5.339 -3.181 -2.780  0.153
H29 5.924 7.457 4.373  0.126
H30 5.309 -1.187 -1.883  0.116
C19 -2.142 2.223 6.308  0.053
N4 5.597 6.404 2.646  -0.086
H31 4.904 0.932 -1.906  0.157
H32 3.536 6.406 2.202  0.152
C20 -0.750 1.666 -8.699  -0.090
H33 7.994 4.192 1.983  0.144
C21 -1.526 3.028 -6.955  0.024
H34 -1.241 0.942 -6.760  0.140
H35 7.299 1.717 2.306  0.134
C22 0.509 -0.285 6.659  0.040
H36 -6.200 4.484 10.113  0.164
H37 -4.421 6.620 7.003  0.154
H38 -5.263 -2.493 0.171  0.106
H39 -1.030 6.288 -7.467  0.117
H40 -1.827 -0.793 -8.107  0.128
H41 4.562 8.107 3.323  0.110
H42 -0.680 2.834 -10.623  0.148
O3 1.909 -11.373 1.501  0.146
C23 -1.758 5.504 -7.257  0.044
C24 -1.157 1.793 -7.420  0.017
H43 1.143 -0.405 7.537  0.116
H44 7.564 6.284 3.212  0.166
C25 5.447 1.130 -0.994  -0.005
N5 -1.493 4.110 -7.736  -0.049
H45 -6.220 6.956 10.082  0.123
H46 -0.940 -10.273 2.473  0.149
C26 6.751 5.752 2.740  0.019
C27 0.614 0.135 -10.280  0.064
C28 6.915 0.329 0.701  0.097
N6 6.167 0.131 -0.463  -0.076
C29 -0.369 0.272 -9.311  -0.089
C30 -6.035 6.855 9.013  0.083
H47 0.220 -10.321 3.567  0.174
H48 -1.945 5.533 -6.183  0.106
H49 -2.298 2.952 5.527  0.129
C31 -0.582 -12.286 2.958  0.077
C32 4.471 5.888 2.049  0.054
H50 -1.188 4.949 -9.571  0.163
C33 4.655 4.680 1.414  0.047
C34 -3.567 4.654 7.277  0.050
C35 -2.699 2.319 7.622  -0.099
C36 -0.809 2.787 -9.551  0.055
H51 0.151 -4.245 -10.506  0.120
C37 -5.338 -5.605 -3.076  0.036
N7 -5.287 5.579 8.645  -0.075
H52 -3.770 -4.229 -0.644  0.179
C38 0.891 -10.628 1.544  -0.285
H53 -1.080 -12.585 2.035  0.116
C39 -1.005 -0.890 -8.801  0.074
H54 -5.018 -5.441 -4.105  0.106
H55 1.228 -3.583 -11.622  0.131
C40 -1.051 1.445 6.103  0.006
N8 0.413 -2.251 -10.210  -0.113
C41 5.562 7.674 3.368  0.041
N9 -4.761 -4.382 -0.759  0.113
O4 0.376 -1.829 -2.593  -0.085
C42 -1.151 4.001 -9.053  0.030
H56 1.199 1.003 -10.545  0.140
O5 -0.646 -0.443 -1.370  -0.124
H57 3.858 4.074 1.009  0.126
H58 1.560 -9.299 -0.025  0.108

Computed properties:
energy	-68063.025	eV
energy relative to the best compared isomer or geometry (same formula, charge and spin)	0.000	eV
lowest unoccupied orbital energy	-13.43	eV
charge	+7
Kohn-Sham gap	3.692	eV
spin multiplicity	1


The following is a DFT calculation (the ωB97M-V functional and the def2-TZVPD basis) of a 2-piece molecular cluster, C2H8N2O overall.

Last column: Löwdin charge in e.
Atoms and positions in Å:
H1 0.847 3.263 -2.147  0.096
H2 -0.990 -0.942 2.390  0.060
O1 0.385 1.119 -0.947  0.021
N1 -1.277 -2.027 0.530  -0.077
N2 1.677 2.793 -1.832  0.111
H3 2.474 2.947 -2.404  0.079
H4 -2.520 -1.876 2.228  0.062
C1 1.443 1.540 -1.320  -0.429
H5 2.374 0.955 -1.219  0.123
H6 -0.288 -1.971 0.321  0.048
C2 -1.469 -1.836 1.970  -0.206
H7 -0.910 -2.647 2.447  0.063
H8 -1.747 -1.318 -0.018  0.048

Computed properties:
energy	-7231.310	eV
energy relative to the best compared isomer or geometry (same formula, charge and spin)	1.018	eV
lowest unoccupied orbital energy	0.87	eV
Kohn-Sham gap	9.671	eV
structure (SMILES)	NC=O.CN
spin multiplicity	1


The following is a DFT calculation (the ωB97M-V functional and the def2-TZVPD basis) of one molecule with the formula C7H13N.

Last column: Löwdin charge in e.
Atoms and positions in Å:
H1 -0.953 0.255 1.654  0.139
C1 2.300 1.504 0.346  -0.178
H2 -1.892 -0.732 -1.615  0.131
H3 -3.149 -0.904 -0.252  0.111
H4 -1.888 -1.680 1.483  0.120
C2 -2.259 -1.441 -0.737  -0.288
H5 -2.194 -2.988 -2.248  0.087
H6 -0.546 -2.428 0.481  0.116
C3 1.134 1.371 -0.279  -0.106
C4 -1.211 -1.516 0.542  -0.257
H7 0.697 2.242 -0.567  0.062
C5 -0.522 -0.296 0.742  -0.164
C6 0.244 0.117 -0.325  -0.076
H8 -2.910 -3.420 -0.693  0.067
H9 2.683 3.746 0.220  0.084
H10 0.275 -0.373 -1.263  0.084
H11 2.837 2.898 1.884  0.082
C7 2.902 2.799 0.783  -0.132
N1 -2.444 -2.740 -1.275  -0.047
H12 2.954 0.684 0.654  0.105
H13 3.941 2.903 0.466  0.058

Computed properties:
energy	-8956.393	eV
energy relative to the best compared isomer or geometry (same formula, charge and spin)	3.540	eV
lowest unoccupied orbital energy	1.20	eV
Kohn-Sham gap	9.402	eV
structure (SMILES)	C/C=C/C=C/CCN
spin multiplicity	1


The following is a DFT calculation (the ωB97M-V functional and the def2-TZVPD basis) of one molecule with the formula C4H3NO2S.

Last column: Löwdin charge in e.
Atoms and positions in Å:
C1 0.795 -0.713 0.169  -0.424
H1 -1.509 0.602 -2.718  0.170
S1 -0.353 1.168 1.624  0.964
C2 -0.099 0.445 0.056  -0.439
C3 1.034 -0.929 1.558  -0.171
N1 0.587 0.009 2.340  -0.301
O1 -0.651 0.304 -2.247  0.071
C4 -0.859 0.783 -1.040  -0.197
H2 1.528 -1.849 1.970  0.142
H3 -1.609 1.598 -0.901  0.137
O2 1.135 -1.419 -0.811  0.047

Computed properties:
energy	-20614.867	eV
energy relative to the best compared isomer or geometry (same formula, charge and spin)	2.188	eV
lowest unoccupied orbital energy	-0.66	eV
Kohn-Sham gap	7.850	eV
structure (SMILES)	O=C1C=NS/C1=C/O
spin multiplicity	1


The following is a DFT calculation (the ωB97M-V functional and the def2-TZVPD basis) of an isolated ion of composition C24H43BrF7N5O3PSSi and charge +1.

Last column: Löwdin charge in e.
Atoms and positions in Å:
F1 -1.413 1.313 -3.284  0.148
H1 1.305 2.007 3.190  0.071
C1 -2.234 1.341 0.222  -0.097
H2 -0.982 -3.123 0.404  0.068
H3 4.470 -2.493 2.441  0.089
H4 -1.687 -4.196 -0.782  0.090
H5 0.001 -5.086 -1.733  0.068
O1 3.949 3.086 0.455  0.161
H6 -1.550 -0.757 1.553  -0.010
C2 -5.509 -2.009 -0.426  -0.144
Br1 3.130 -3.726 0.017  0.804
H7 0.455 -1.947 -3.088  0.118
C3 3.113 -0.864 -0.302  -0.172
C4 -0.805 1.068 -0.298  -0.319
H8 3.631 2.002 -2.389  0.093
C5 0.022 -3.191 -1.518  -0.399
C6 0.710 0.355 -2.883  -0.350
C7 0.998 3.601 0.189  -0.011
P1 -0.213 -0.508 1.839  0.490
N1 1.591 1.159 0.411  -0.071
F2 -1.275 -0.830 -3.670  0.147
H9 -0.082 1.859 1.569  0.106
H10 3.418 -1.312 -1.251  0.114
H11 5.347 -2.141 0.935  0.082
N2 0.526 -4.255 -2.002  0.131
C8 0.164 1.060 0.879  -0.321
H12 -3.695 0.698 -1.265  0.135
S1 0.111 -0.455 3.752  0.252
C9 0.764 -1.948 -2.045  -0.053
H13 -3.849 -1.284 3.148  0.037
C10 3.309 1.652 3.822  -0.472
H14 -0.551 1.877 -0.979  0.113
H15 1.806 -2.255 -2.123  0.088
F3 1.761 -0.066 -3.642  0.130
H16 0.082 3.693 -0.397  0.096
H17 3.939 -0.177 -0.108  0.115
H18 -2.502 2.363 -0.055  0.134
C11 -0.596 0.336 -3.759  -0.316
H19 2.402 -1.913 1.532  0.043
C12 2.482 1.000 1.628  -0.154
C13 -1.212 -3.220 -0.659  -0.028
N3 3.004 2.001 5.155  0.136
H20 4.503 3.524 -1.989  0.104
F4 0.334 -0.358 -5.816  0.206
C14 3.569 2.977 -1.902  0.037
H21 -6.710 0.172 2.714  0.039
Si1 -5.213 -0.918 1.072  0.408
H22 -7.376 -1.332 2.088  0.042
C15 -3.344 0.414 -0.269  -0.264
H23 1.587 4.502 0.005  0.120
H24 3.521 1.050 1.329  0.104
H25 0.469 -1.488 1.120  -0.014
C16 4.510 -1.845 1.566  -0.132
C17 3.216 2.836 -0.464  -0.417
H26 -3.416 -2.471 1.911  0.015
H27 2.315 2.748 5.168  0.091
N4 1.806 2.453 -0.222  -0.067
F5 0.314 1.758 -5.413  0.205
C18 -0.351 0.625 -5.263  -0.594
H28 4.664 -0.827 1.927  0.061
F6 0.938 1.678 -2.662  0.104
C19 0.659 -0.475 -1.540  -0.229
C20 -6.839 -0.422 1.809  -0.156
H29 -6.572 -2.242 -0.506  0.038
H30 -1.972 -2.491 -0.925  0.055
H31 -2.968 -0.614 -0.322  0.079
C21 2.293 2.022 2.734  -0.112
H32 2.552 1.211 5.612  0.103
H33 -2.287 1.319 1.314  0.113
H34 2.343 0.007 2.041  0.074
H35 2.774 3.519 -2.419  0.102
C22 3.191 -1.948 0.789  -0.743
H36 2.517 3.036 2.403  0.120
C23 -4.247 -1.898 2.335  -0.158
H37 -5.231 -1.514 -1.360  0.031
H38 -1.400 -0.638 -1.400  0.092
H39 0.746 3.629 1.249  0.090
N5 -0.623 -0.235 -0.910  0.024
H40 2.412 0.650 -1.434  0.104
H41 -7.448 0.126 1.089  0.040
H42 -4.923 -2.629 2.787  0.044
O2 4.335 1.078 3.527  0.106
F7 -1.518 0.721 -5.859  0.216
O3 -4.407 0.484 0.657  -0.201
C24 1.915 0.050 -0.678  -0.050
H43 -4.968 -2.955 -0.375  0.030

Computed properties:
energy	-156238.311	eV
lowest unoccupied orbital energy	-2.80	eV
charge	+1
Kohn-Sham gap	9.399	eV
structure (SMILES)	[H]/N=C(\C)C[C@@]1(C(F)(F)C(F)(F)C(F)(F)F)N[C@@H](CCO[Si](C)(C)C)[C@@H]([PH2]=S)[N@+](CCC(N)=O)(N(C)C(C)=O)[C@H]1C[C@H](C)Br
spin multiplicity	1


The following is a DFT calculation (the ωB97M-V functional and the def2-TZVPD basis) of C15H27AsN6O2OsSe as an isolated structure.

Last column: Mulliken spin population.
Atoms and positions in Å:
H1 -3.373 1.167 -2.427  0.001
H2 -0.593 -2.349 0.045  0.000
H3 -2.163 2.487 -2.522  0.000
O1 -0.305 0.890 -1.264  0.109
N1 3.185 -1.123 -7.175  0.040
H4 2.347 -2.189 -2.908  -0.012
H5 3.795 -0.766 -7.907  -0.003
H6 1.752 -3.747 -3.396  0.015
Se1 0.054 -1.061 3.075  0.006
H7 1.245 -1.610 -1.074  0.000
C1 0.295 -1.413 -1.578  -0.034
C2 -1.104 0.357 4.830  -0.001
N2 3.437 0.756 -5.828  0.118
H8 -0.529 -1.922 -3.505  -0.004
C3 -4.688 1.729 0.474  0.002
O2 0.896 0.394 -3.056  0.025
C4 -3.001 2.344 4.873  0.023
N3 -1.227 0.209 2.468  -0.075
As1 -2.902 2.107 -0.140  0.041
H9 4.046 1.240 -6.484  -0.006
C5 1.535 -2.679 -3.445  0.048
N4 -0.772 -1.551 -0.560  0.080
H10 -3.745 3.130 4.922  0.000
H11 1.779 -0.345 -4.276  -0.035
C6 2.955 -0.433 -6.092  -0.038
C7 0.167 -2.363 -2.787  0.020
H12 -5.186 1.162 -0.309  0.001
N5 2.113 -0.973 -5.081  0.725
H13 -3.886 2.856 -2.246  -0.001
C8 1.681 -2.321 -4.951  0.030
C9 -1.690 0.833 3.582  -0.079
H14 -3.108 2.238 2.746  -0.001
H15 0.685 -2.385 -5.444  0.091
H16 -5.182 2.692 0.601  -0.001
H17 -1.673 -1.733 -1.001  -0.004
H18 -2.763 2.305 7.035  0.001
H19 -0.285 -3.299 -2.461  -0.001
C10 -2.437 1.872 6.099  -0.013
H20 3.258 1.232 -4.951  -0.002
H21 2.342 -2.997 -5.497  0.031
C11 -2.647 1.854 3.643  0.062
H22 -4.722 1.168 1.403  -0.004
N6 -0.202 -0.586 4.707  0.101
C12 -3.081 2.145 -2.053  0.011
Os1 -1.077 0.561 0.529  2.643
C13 0.337 0.045 -2.025  0.039
H23 -3.065 4.571 -0.216  0.003
C14 -2.433 3.903 0.369  -0.012
H24 -2.615 4.064 1.429  0.003
H25 -1.048 0.518 6.999  -0.002
C15 -1.503 0.899 6.094  0.048
H26 -1.389 4.096 0.137  0.011
H27 2.730 -2.004 -7.379  -0.001

Computed properties:
energy	-157637.766	eV
energy relative to the best compared isomer or geometry (same formula, charge and spin)	0.879	eV
lowest unoccupied orbital energy (alpha / beta)	-12.09 / -16.09	eV
charge	+4
Kohn-Sham gap (alpha / beta)	7.037 / 3.215	eV
spin multiplicity	5